(1)
Formula: C58H50N4O4ScSe
Source: the Open Molecules 2025 dataset
Level of theory: wB97M-V/def2-TZVPD

CARTESIAN COORDINATES (ANGSTROEM)
Sc: 0.44463 0.78799 0.44928
C: -4.00656 9.77466 -0.35103
O: -2.65395 9.45223 -0.10399
C: -2.28171 8.16028 -0.02039
C: -3.17014 7.10032 -0.21131
C: -2.68388 5.81967 -0.15156
C: -1.33418 5.58926 0.18122
C: -0.42571 6.66954 0.32199
C: -0.89502 7.95599 0.20589
C: -0.84643 4.18365 0.28333
C: -0.11312 3.81412 1.42222
C: 0.31480 4.62857 2.52395
C: 1.16982 3.86734 3.33334
C: 1.23123 2.57544 2.76112
N: 0.37493 2.51798 1.67683
C: 2.07710 1.40134 3.02022
C: 1.23192 0.23433 3.32841
C: 0.76285 -0.31600 4.55106
C: -0.23651 -1.26838 4.21591
C: -0.29159 -1.35379 2.79778
C: -1.18632 -2.09136 2.01545
C: -2.02657 -3.12174 2.67422
C: -1.45788 -4.06048 3.54208
C: -2.22618 -5.03792 4.11863
C: -3.60943 -5.02247 3.89020
O: -4.44310 -5.92493 4.42994
C: -3.93546 -6.94379 5.28939
C: -4.22168 -4.05630 3.03709
C: -3.42379 -3.12420 2.42398
C: -1.30329 -1.91836 0.60196
N: -0.90410 -0.82053 -0.14219
C: -1.42499 -0.93405 -1.43148
C: -1.40558 0.06256 -2.42274
C: -1.68979 -0.26535 -3.84080
C: -0.74719 0.07761 -4.83164
C: -0.98646 -0.22748 -6.14440
C: -2.23490 -0.81192 -6.49118
O: -2.39049 -1.06137 -7.79627
C: -3.49839 -1.81359 -8.26288
C: -3.20575 -1.09264 -5.52100
C: -2.92095 -0.83871 -4.19759
C: -1.19002 1.43043 -2.07240
C: -1.54286 2.54296 -2.91598
C: -1.46448 3.69778 -2.15603
C: -1.03176 3.31609 -0.83139
N: -0.81241 1.93624 -0.83883
C: -2.01434 -2.23504 -1.54730
C: -1.97061 -2.81717 -0.28194
N: 0.59283 -0.38787 2.28356
C: 3.39727 1.27652 2.50424
C: 3.91521 2.25959 1.57429
C: 5.20604 2.04243 1.03089
C: 5.96808 0.93601 1.35840
O: 7.23621 0.85593 0.91171
C: 7.55402 -0.22805 0.04502
C: 5.40609 -0.09308 2.17273
C: 4.13606 0.06098 2.70103
H: -4.07136 10.85696 -0.39158
H: -4.66753 9.46579 0.46440
H: -4.38725 9.36018 -1.28847
H: -4.21281 7.32518 -0.44835
H: -3.31597 4.96923 -0.33188
H: 0.63112 6.45723 0.48684
H: -0.24928 8.83219 0.27804
H: 0.00342 5.64635 2.69223
H: 1.66926 4.21576 4.23349
H: 1.10455 -0.02262 5.54002
H: -0.82866 -1.83494 4.92769
H: -0.39746 -4.02684 3.74282
H: -1.79976 -5.80404 4.75332
H: -4.78126 -7.53334 5.62989
H: -3.44779 -6.52213 6.16754
H: -3.22650 -7.60110 4.77555
H: -5.30389 -4.10169 2.90644
H: -3.79023 -2.39042 1.71754
H: 0.17975 0.55394 -4.52693
H: -0.30306 0.02620 -6.94745
H: -3.37888 -1.95358 -9.34931
H: -4.46162 -1.31235 -8.09332
H: -3.54601 -2.80086 -7.81858
H: -4.14966 -1.51088 -5.85649
H: -3.65470 -1.03105 -3.41419
H: -1.85530 2.47817 -3.95071
H: -1.67274 4.69277 -2.50358
H: -2.41487 -2.69451 -2.44162
H: -2.39414 -3.78356 -0.04377
H: 3.57454 3.29424 1.65121
H: 5.65267 2.72561 0.31115
H: 8.41813 0.08318 -0.54900
H: 6.73103 -0.43842 -0.63357
H: 7.81571 -1.13921 0.59276
H: 5.98211 -0.99172 2.37129
H: 3.74275 -0.76358 3.30227
C: 2.47916 -4.47153 1.94514
C: 1.34461 -4.16807 0.93874
C: 0.75509 -5.45257 0.30944
C: 1.81540 -3.16411 -0.10489
C: 2.78036 -2.19380 0.18118
C: 3.23465 -1.30386 -0.78281
C: 2.75599 -1.33363 -2.09746
C: 3.27983 -0.41432 -3.17805
C: 1.73441 -2.24004 -2.35906
C: 1.27512 -3.12927 -1.40900
H: 2.22092 -5.29809 2.60992
H: 2.70835 -3.61121 2.55932
H: 3.41182 -4.76168 1.45388
H: 0.53570 -3.69537 1.52130
H: 1.46995 -5.90304 -0.38510
H: -0.16404 -5.22672 -0.22691
H: 0.50701 -6.20055 1.06043
H: 3.16205 -2.14064 1.18691
H: 3.94309 -0.54534 -0.47967
H: 2.79211 0.56679 -3.15975
H: 3.14533 -0.84936 -4.17789
H: 4.32734 -0.19848 -3.02486
H: 1.24991 -2.24372 -3.34236
H: 0.47124 -3.79593 -1.65456
Se: 2.75877 1.88713 -0.45261

Output
Total charge: -1
Energy: -5922.419145 a.u.
Lowest unoccupied orbital energy (alpha / beta): 0.060 / 0.062 Ha

***

(2)
Formula: C58H52N2O3P2ReSSi
Source: the Open Molecules 2025 dataset
Level of theory: wB97M-V/def2-TZVPD

CARTESIAN COORDINATES (ANGSTROEM)
Re: -0.36505 0.01026 0.41424
C: 1.97417 1.16671 -3.15616
O: 0.91404 0.13671 -1.34713
C: -0.61318 1.39344 -2.78937
C: -0.78403 2.31915 -3.82015
C: -1.99771 2.52583 -4.44455
C: -3.11960 1.83296 -4.01608
C: -2.99767 0.95707 -2.96398
C: -1.76295 0.71367 -2.33917
N: -1.73277 -0.26979 -1.29029
N: -2.67493 -1.07853 -1.31507
C: -2.63678 -2.32676 -0.58288
C: -0.88225 -2.75992 1.20849
O: 0.10828 -1.96004 0.88264
C: -0.86946 -4.02168 1.67935
C: -2.24791 -4.60397 1.75705
C: -4.32622 -3.52542 0.63349
C: -5.54990 -4.13846 0.83789
C: -6.44590 -4.20776 -0.22121
C: -6.11208 -3.68382 -1.46398
C: -4.88290 -3.06941 -1.66940
C: -4.00803 -2.97792 -0.60122
H: 3.17394 1.80413 -4.76083
H: 2.85893 1.15230 -2.51770
H: 1.88576 0.16979 -3.59357
H: 0.05499 2.92721 -4.11693
H: -2.06857 3.24042 -5.25411
H: -4.07986 1.98667 -4.48847
H: -3.86047 0.42953 -2.58819
H: 0.01860 -4.61075 1.86686
H: -2.41311 -5.09574 2.71712
H: -5.79982 -4.56009 1.80404
H: -7.41136 -4.67421 -0.07676
H: -6.81753 -3.74832 -2.28180
H: -4.62414 -2.67467 -2.64449
C: 2.07499 -0.52063 3.28013
Si: 0.54685 0.44002 2.70391
C: -0.81191 -0.07696 3.92800
C: -0.63858 0.02246 5.30826
C: -1.60772 -0.43688 6.18595
C: -2.77409 -1.01187 5.69807
C: -2.97746 -1.10291 4.33224
C: -1.99312 -0.65118 3.45219
P: -2.29141 -0.58613 1.66956
C: -3.88354 0.27122 1.55808
C: -4.84816 -0.00549 0.59088
C: -6.02536 0.72635 0.55991
C: -6.24797 1.73620 1.48256
C: -5.28639 2.02163 2.44250
C: -4.10717 1.29964 2.47968
C: -2.30159 -2.29749 0.97314
C: -3.19789 -3.36052 1.61096
C: -2.47928 -5.64390 0.67516
C: -2.15307 -5.55661 -0.61362
C: -1.46215 -4.49137 -1.34593
C: -1.62106 -3.16938 -1.36484
C: 0.91874 2.30054 2.71025
C: 1.53895 2.87940 3.81939
C: 1.78244 4.24306 3.87271
C: 1.37387 5.05975 2.82749
C: 0.74743 4.50516 1.72338
C: 0.55666 3.12562 1.64145
P: -0.23249 2.38954 0.16822
C: -1.64171 3.51236 -0.07616
C: -2.45436 3.74240 1.03503
C: -3.52600 4.61214 0.94294
C: -3.80403 5.24879 -0.25956
C: -3.00518 5.01486 -1.36749
C: -1.92116 4.15322 -1.27711
C: 0.86002 2.55795 -1.29546
C: 1.46201 3.72345 -1.57216
C: 2.20196 4.19017 -2.73555
C: 2.49410 3.56942 -3.88434
C: 2.25627 2.15245 -4.27842
C: 0.79329 1.31415 -2.17789
H: 1.96942 -0.74266 4.34452
H: 2.98821 0.05716 3.14599
H: 2.17738 -1.46747 2.75292
H: 0.26034 0.47914 5.70750
H: -1.46199 -0.33580 7.25350
H: -3.53137 -1.37508 6.37988
H: -3.91562 -1.48956 3.95354
H: -4.70216 -0.80058 -0.12621
H: -6.78069 0.49450 -0.17966
H: -7.17331 2.29635 1.46175
H: -5.46130 2.80154 3.17228
H: -3.36374 1.51905 3.23576
H: -3.54714 -3.07470 2.60117
H: -2.96747 -6.55339 1.00587
H: -2.35796 -6.42683 -1.23051
H: -0.70437 -4.87127 -2.02631
H: -0.97917 -2.59572 -2.02492
H: 1.82644 2.25599 4.65944
H: 2.27048 4.67495 4.73694
H: 1.53456 6.12855 2.87409
H: 0.37975 5.15491 0.93840
H: -2.22549 3.25196 1.97381
H: -4.14148 4.80473 1.81184
H: -4.63613 5.93689 -0.32800
H: -3.21686 5.51217 -2.30518
H: -1.28809 4.00065 -2.13793
H: 1.34573 4.49292 -0.81697
H: 2.51140 5.22603 -2.65767
H: 2.98831 4.16102 -4.64834
H: 1.50129 2.10908 -5.06911
H: 1.89350 -0.18978 -1.30518
O: 3.30798 -0.67284 -1.27177
S: 4.06373 -0.57397 0.03574
C: 5.75125 -1.16549 -0.36423
C: 6.68812 0.04206 -0.35439
C: 5.84324 1.24006 -0.77217
C: 4.61307 1.17410 0.11835
H: 5.65615 -1.61802 -1.35075
H: 6.02432 -1.93071 0.36020
H: 7.53252 -0.11482 -1.02414
H: 7.08183 0.20010 0.65137
H: 5.54349 1.13783 -1.81791
H: 6.37615 2.18368 -0.65930
H: 3.78414 1.80717 -0.20148
H: 4.85345 1.39210 1.16167

Output
Total charge: +2
Multiplicity: 2
Energy: -4024.726229 a.u.
<S²>: 0.767
Lowest unoccupied orbital energy (alpha / beta): -0.266 / -0.254 Ha

***

(3)
Formula: C58H57As3Cl2CsN17O4Se
Source: the Open Molecules 2025 dataset
Level of theory: wB97M-V/def2-TZVPD

CARTESIAN COORDINATES (ANGSTROEM)
Cs: -1.46475 1.20195 0.91836
Cl: -3.65618 1.27371 7.77770
C: -3.84110 0.36448 6.29692
C: -2.72438 0.11178 5.52512
C: -2.79049 -0.63437 4.34225
N: -1.62351 -0.95826 3.66978
C: -0.66159 -0.08893 3.50559
O: -0.72762 1.16903 3.44126
C: 0.72053 -0.71099 3.46329
C: 1.71719 -0.04567 4.18724
C: 2.96004 -0.62607 4.31140
C: 3.19651 -1.84123 3.67566
C: 2.15930 -2.40489 2.95698
N: 0.94363 -1.87068 2.86345
C: -4.05571 -1.10796 3.92701
C: -5.17258 -0.82477 4.70967
C: -5.07843 -0.10851 5.88930
Cl: -6.52131 0.18137 6.82996
N: -4.16888 -1.92204 2.79721
C: -4.98568 -1.57398 1.83964
O: -5.70480 -0.54738 1.72709
C: -5.00016 -2.57416 0.70301
C: -5.05640 -3.94289 0.97767
C: -5.02782 -4.83933 -0.07045
C: -4.92171 -4.35124 -1.36794
C: -4.87328 -2.97870 -1.54206
N: -4.92670 -2.10294 -0.54034
H: -1.76482 0.50305 5.83633
H: 1.47867 0.91244 4.62692
H: 3.74761 -0.13617 4.87209
H: 4.15965 -2.33202 3.73072
H: 2.30100 -3.34022 2.41928
H: -6.14043 -1.16955 4.37332
H: -5.09496 -4.26110 2.00932
H: -5.06125 -5.90685 0.11457
H: -4.87632 -5.01640 -2.22099
H: -4.79131 -2.55430 -2.53842
C: -1.59208 -0.81890 -3.55383
As: -0.14136 -1.57232 -2.46889
C: 1.30728 -1.27891 -3.76500
C: -0.66778 -3.41994 -3.01496
C: -0.00437 -4.64120 -2.36533
C: -0.42650 -5.87523 -3.17570
C: -0.48694 -4.83405 -0.92067
As: -0.02195 -3.44748 0.44593
C: -1.76023 -2.56470 0.57622
C: -0.38501 -4.65981 1.95167
C: 1.52282 -4.48227 -2.42115
As: 2.60100 -6.05059 -1.90262
C: 4.30436 -5.27212 -2.50215
C: 2.86566 -5.64050 0.00363
H: -1.54941 -1.22582 -4.56643
H: -1.50497 0.26317 -3.60160
H: -2.54730 -1.08539 -3.09832
H: 1.14979 -1.86241 -4.67450
H: 2.27854 -1.53381 -3.33733
H: 1.30290 -0.21678 -4.00882
H: -0.53771 -3.47157 -4.10264
H: -1.74564 -3.47124 -2.82178
H: -1.51489 -5.91690 -3.25302
H: -0.08370 -6.79890 -2.70427
H: -0.01231 -5.84017 -4.18776
H: -0.07280 -5.77670 -0.54060
H: -1.57693 -4.94746 -0.92016
H: -2.53979 -3.31705 0.48900
H: -1.91918 -1.80478 -0.19015
H: -1.84800 -2.10056 1.56367
H: -1.31679 -5.20047 1.77495
H: -0.49163 -4.04911 2.84717
H: 0.42590 -5.37783 2.09246
H: 1.82759 -3.64825 -1.78009
H: 1.82178 -4.23674 -3.44587
H: 4.36197 -5.30385 -3.59040
H: 5.14088 -5.83775 -2.09135
H: 4.37971 -4.23473 -2.17791
H: 2.10557 -6.13719 0.60561
H: 2.79476 -4.56588 0.18017
H: 3.84573 -6.00149 0.31784
C: 4.33785 -1.30419 -0.78427
N: 3.65535 -0.42791 0.13221
C: 2.34850 -0.14031 0.18469
N: 2.13468 0.83920 1.03420
C: 3.37963 1.12596 1.48450
N: 4.34185 0.40096 0.95320
C: 4.66896 -0.62607 -2.09956
C: 5.28841 -1.34192 -3.11869
C: 5.60206 -0.72540 -4.32178
C: 5.31681 0.61508 -4.51991
C: 4.70243 1.33347 -3.50113
C: 4.37161 0.71125 -2.30161
C: 4.41588 2.75534 -3.66797
N: 4.66833 3.52822 -4.66770
N: 4.22242 4.79192 -4.30566
C: 3.73538 4.67668 -3.11689
O: 3.82414 3.41197 -2.64481
C: 3.13168 5.69207 -2.26056
C: 2.75623 6.91761 -2.79913
C: 2.14234 7.85660 -1.98858
C: 1.89532 7.57475 -0.65340
C: 2.27345 6.35363 -0.11063
C: 1.89943 6.00331 1.30874
N: 0.56787 5.43413 1.37695
C: 0.18376 4.18252 1.11020
N: -1.12651 4.09483 1.10504
C: -1.50944 5.36846 1.37220
N: -0.51977 6.21912 1.53702
C: 2.89708 5.41669 -0.91784
H: 3.70505 -2.17951 -0.94863
H: 5.25583 -1.63111 -0.29362
H: 1.59347 -0.65236 -0.39569
H: 3.58087 1.88319 2.22395
H: 5.52298 -2.38940 -2.97570
H: 6.07544 -1.29685 -5.10950
H: 5.55734 1.11360 -5.44855
H: 3.87998 1.28631 -1.53006
H: 2.92759 7.10663 -3.84978
H: 1.82572 8.80284 -2.40729
H: 1.36938 8.29032 -0.03387
H: 1.89110 6.89233 1.93740
H: 2.59544 5.27351 1.72410
H: 0.87422 3.36765 0.94195
H: -2.53995 5.66910 1.45371
H: 3.16522 4.44717 -0.51547
Se: -5.04304 1.80262 0.54684
N: -3.81605 2.30853 1.66715
C: -4.33887 3.32031 2.38204
C: -3.68460 3.96913 3.45494
C: -4.33064 4.98632 4.09630
C: -5.63288 5.39528 3.70489
C: -6.29150 4.78277 2.67696
C: -5.65445 3.72175 1.99067
N: -6.19411 3.04017 0.96076
H: -2.70017 3.63091 3.75116
H: -3.84530 5.48674 4.92468
H: -6.11790 6.19939 4.24521
H: -7.29109 5.07891 2.38710
O: 0.35260 1.49164 -1.85534
N: 0.33226 1.86567 -3.05685
C: 0.05588 3.12701 -3.36758
C: -0.26634 4.17249 -2.45453
N: -0.52383 5.01885 -1.71607
C: 0.07358 3.45547 -4.75755
N: 0.07012 3.73612 -5.87542

Output
Total charge: -2
Energy: -13525.519586 a.u.
Lowest unoccupied orbital energy: 0.120 Ha